{
  "formula": "C21H18Br4ClNO2SSiTi",
  "method": "the ωB97M-V functional and the def2-TZVPD basis",
  "symbols": ["Ti", "C", "Si", "C", "C", "C", "C", "C", "C", "N", "C", "S", "H", "H", "H", "H", "H", "H", "H", "H", "H", "H", "H", "H", "Br", "C", "C", "Br", "C", "Br", "C", "O", "C", "O", "C", "Br", "Cl", "C", "C", "C", "C", "C", "C", "C", "H", "H", "H", "H", "H", "H"],
  "coordinates": [[-0.20163, -1.40801, 0.12830], [-2.00904, 5.48165, -0.10455], [-2.13302, 3.74910, 0.59617], [-3.90264, 3.16214, 0.49503], [-1.49993, 3.75023, 2.35421], [-1.01204, 2.64620, -0.46516], [-0.26940, 3.16251, -1.51801], [0.57793, 2.36646, -2.28642], [0.66808, 1.03246, -1.97410], [-0.04660, 0.50084, -0.97798], [-0.86572, 1.26525, -0.23867], [-1.67782, 0.32703, 0.98857], [-2.63709, 6.15421, 0.48427], [-2.35452, 5.53555, -1.13921], [-0.98854, 5.86867, -0.06295], [-4.55286, 3.81612, 1.08101], [-4.00909, 2.14709, 0.87727], [-4.25909, 3.17438, -0.53716], [-2.10977, 4.41189, 2.97419], [-0.46946, 4.10974, 2.39511], [-1.53026, 2.75168, 2.79121], [-0.34441, 4.21827, -1.75174], [1.15273, 2.77822, -3.10308], [1.31570, 0.35495, -2.51621], [-1.95315, -7.89171, 1.44142], [-1.71491, -6.21665, 0.61300], [-2.10067, -6.02147, -0.71241], [-2.86734, -7.42716, -1.70457], [-1.91774, -4.77584, -1.32536], [-2.39906, -4.41874, -3.10471], [-1.35751, -3.74932, -0.59457], [-1.10866, -2.50240, -1.04495], [-0.97488, -3.94066, 0.73938], [-0.43401, -2.84906, 1.30563], [-1.14446, -5.16935, 1.34610], [-0.59557, -5.33749, 3.13352], [1.45463, -0.33172, 1.89207], [2.96332, -0.45106, 0.99633], [4.08367, 0.18875, 1.49111], [5.25671, 0.12322, 0.75677], [5.27805, -0.57232, -0.44562], [4.13513, -1.20584, -0.90778], [2.93737, -1.16741, -0.19273], [1.70054, -1.87017, -0.65974], [4.03387, 0.73017, 2.42588], [6.14726, 0.61741, 1.12051], [6.19148, -0.62386, -1.02324], [4.16163, -1.75440, -1.84160], [1.77770, -2.94425, -0.44650], [1.60512, -1.79527, -1.74798]],
  "mulliken_charge": [-0.17, -1.09, 0.17, -1.02, -1.00, 0.14, 0.06, -1.14, -0.17, 0.10, 0.62, -0.32, 0.30, 0.32, 0.31, 0.34, 0.34, 0.33, 0.34, 0.33, 0.31, 0.38, 0.42, 0.42, -0.16, 0.19, 0.23, -0.16, -0.35, -0.11, 0.58, -0.70, 0.91, -0.58, -0.48, -0.10, -0.18, 1.03, -0.80, -0.35, -0.71, -0.45, 0.00, -0.78, 0.44, 0.38, 0.39, 0.43, 0.59, 0.43],
  "e_homo_ev": -8.331,
  "de_lowest_kcal_mol": 0.43,
  "total_energy_ha": -13309.82785,
  "e_lumo_ev": -0.6,
  "orbital_gap_ev": 7.69
}


{
  "formula": "C54H124F30N10O3P5",
  "method": "the ωB97M-V functional and the def2-TZVPD basis",
  "symbols": ["C", "C", "C", "N", "C", "C", "C", "C", "C", "C", "H", "H", "H", "H", "H", "H", "H", "H", "H", "H", "H", "H", "H", "H", "H", "H", "H", "H", "H", "H", "C", "C", "C", "N", "C", "C", "C", "C", "C", "C", "H", "H", "H", "H", "H", "H", "H", "H", "H", "H", "H", "H", "H", "H", "H", "H", "H", "H", "H", "H", "C", "C", "C", "N", "C", "C", "C", "C", "C", "C", "H", "H", "H", "H", "H", "H", "H", "H", "H", "H", "H", "H", "H", "H", "H", "H", "H", "H", "H", "H", "C", "N", "C", "C", "C", "C", "O", "H", "H", "H", "H", "H", "H", "H", "H", "H", "H", "H", "H", "H", "H", "C", "N", "C", "C", "C", "C", "O", "H", "H", "H", "H", "H", "H", "H", "H", "H", "H", "H", "H", "H", "H", "C", "N", "C", "C", "C", "C", "O", "H", "H", "H", "H", "H", "H", "H", "H", "H", "H", "H", "H", "H", "H", "C", "C", "N", "C", "C", "N", "C", "C", "H", "H", "H", "H", "H", "H", "H", "H", "H", "H", "H", "C", "C", "N", "C", "C", "N", "C", "C", "H", "H", "H", "H", "H", "H", "H", "H", "H", "H", "H", "P", "F", "F", "F", "F", "F", "F", "P", "F", "F", "F", "F", "F", "F", "P", "F", "F", "F", "F", "F", "F", "P", "F", "F", "F", "F", "F", "F", "P", "F", "F", "F", "F", "F", "F"],
  "coordinates": [[-1.67347, 10.13875, 0.22025], [-3.11918, 10.43153, -0.09944], [-4.06785, 9.36437, 0.48344], [-5.56722, 9.64046, 0.50279], [-6.26408, 8.36141, 1.06131], [-6.29194, 7.12939, 0.08837], [-6.67417, 7.57479, -1.34903], [-6.03425, 8.92122, -1.84088], [-6.14531, 10.05960, -0.87669], [-5.80935, 10.78200, 1.58143], [-1.37711, 10.28967, 1.25827], [-1.03709, 10.84719, -0.31004], [-1.42655, 9.10845, -0.03585], [-3.16804, 10.43984, -1.18830], [-3.34046, 11.41635, 0.31203], [-3.83011, 9.03412, 1.49464], [-4.05337, 8.50938, -0.19249], [-5.94227, 8.07068, 2.06131], [-7.30558, 8.62037, 1.25181], [-5.30698, 6.66254, 0.09271], [-6.99079, 6.41995, 0.53153], [-6.39152, 6.68862, -1.91728], [-7.75697, 7.62677, -1.46278], [-5.01263, 8.69341, -2.14507], [-6.57972, 9.24601, -2.72693], [-5.71122, 11.00251, -1.20923], [-7.20247, 10.25501, -0.69683], [-5.38399, 11.69530, 1.16543], [-5.45410, 10.50289, 2.57341], [-6.85602, 11.03811, 1.41720], [-3.10727, -13.93159, -7.91344], [-2.33989, -12.99619, -8.75478], [-1.42361, -12.12595, -7.87272], [-0.66998, -11.01320, -8.71471], [-1.62931, -10.10323, -9.64522], [-2.63305, -9.28483, -8.79577], [-1.88629, -8.42428, -7.72750], [-0.79473, -9.16706, -6.95237], [0.16615, -9.99919, -7.85872], [0.30117, -11.75214, -9.60958], [-3.92526, -14.28493, -8.54125], [-3.43952, -13.45684, -6.99023], [-2.49107, -14.74891, -7.53876], [-3.09657, -12.44434, -9.31247], [-1.72545, -13.48280, -9.51226], [-0.69097, -12.68850, -7.29404], [-2.03633, -11.49154, -7.23226], [-2.22810, -10.72931, -10.30671], [-0.86169, -9.50410, -10.13501], [-3.44789, -9.90664, -8.42500], [-3.26507, -8.60425, -9.36625], [-2.63402, -7.94983, -7.09199], [-1.44565, -7.65969, -8.36730], [-1.12937, -9.74757, -6.09265], [-0.18848, -8.34369, -6.57472], [0.93307, -10.53505, -7.29944], [0.75351, -9.35880, -8.51675], [0.89943, -11.01785, -10.14903], [-0.35231, -12.28354, -10.30143], [0.94013, -12.39891, -9.00831], [4.21100, 1.97839, 10.31712], [4.01925, 3.12865, 11.30396], [4.14313, 4.44672, 10.61604], [3.91702, 5.67877, 11.51626], [4.04843, 6.97803, 10.65964], [2.97602, 7.09121, 9.60168], [1.53982, 7.02227, 10.23244], [1.41091, 5.80906, 11.09915], [2.51226, 5.60376, 12.15890], [4.94149, 5.77903, 12.74937], [4.35787, 1.06657, 10.89602], [5.16633, 2.11768, 9.81111], [3.45399, 1.96799, 9.53295], [4.80588, 3.14578, 12.05829], [3.07143, 2.98980, 11.82402], [3.48625, 4.42511, 9.74647], [5.18435, 4.62572, 10.34787], [4.95232, 7.07175, 10.05772], [4.02853, 7.85719, 11.30369], [3.24630, 6.36079, 8.83909], [2.98565, 8.04625, 9.07640], [0.71116, 7.18207, 9.54258], [1.40422, 7.95125, 10.78626], [1.28719, 4.88833, 10.52903], [0.39070, 5.80216, 11.48284], [2.26554, 4.75265, 12.79360], [2.45717, 6.44642, 12.84811], [5.91393, 5.87230, 12.26590], [4.82460, 4.86647, 13.33390], [4.61410, 6.59327, 13.39586], [-8.44834, 2.04235, -8.73011], [-8.48316, 0.55705, -9.14609], [-9.19221, 0.40567, -10.47620], [-7.00913, 0.05048, -9.15022], [-9.26901, -0.27147, -8.05895], [-9.40173, -1.75310, -8.26320], [-8.21004, -2.44642, -8.13584], [-9.42715, 2.48243, -8.53945], [-8.09073, 2.57375, -9.61206], [-7.78552, 2.09904, -7.86664], [-10.23193, 0.64270, -10.25054], [-9.06917, -0.62723, -10.80185], [-8.62723, 1.07994, -11.11984], [-6.36742, 0.69158, -9.75461], [-6.90548, -0.91046, -9.65415], [-6.59302, -0.14707, -8.16232], [-10.21288, 0.27361, -8.04873], [-8.80148, -0.03536, -7.10305], [-9.85828, -1.95583, -9.23199], [-10.17460, -2.08726, -7.57101], [-8.37102, -3.27840, -7.68474], [13.09737, 0.43108, -1.97170], [13.34569, 1.13349, -0.59327], [12.25255, 2.09352, -0.31750], [13.29396, 0.11189, 0.52394], [14.69334, 1.85516, -0.66692], [15.22369, 2.30312, 0.70108], [15.86708, 1.18554, 1.34056], [13.08296, 1.21676, -2.72710], [12.14366, -0.09543, -2.00791], [13.88157, -0.31842, -2.07833], [11.31343, 1.54168, -0.27722], [12.11317, 2.89357, -1.04455], [12.32632, 2.63390, 0.62624], [12.37031, -0.46593, 0.55716], [13.39679, 0.54148, 1.52042], [14.16874, -0.52828, 0.40968], [14.62786, 2.67613, -1.38094], [15.42676, 1.17289, -1.09672], [14.47111, 2.76088, 1.34310], [15.90299, 3.13250, 0.50415], [16.54518, 1.56971, 1.90110], [-8.52792, -3.84517, 3.12561], [-8.57916, -5.37634, 2.70371], [-7.17729, -5.94110, 2.79510], [-9.42196, -6.29657, 3.55343], [-9.18713, -5.39821, 1.25057], [-8.47620, -4.53740, 0.21764], [-7.17965, -5.02209, -0.01249], [-8.04280, -3.15534, 2.43502], [-7.99858, -3.84330, 4.07845], [-9.51593, -3.45828, 3.37513], [-7.19968, -6.95328, 2.39125], [-6.92424, -6.04617, 3.85009], [-6.54368, -5.16521, 2.36540], [-8.92765, -6.41507, 4.51766], [-9.48589, -7.24034, 3.01185], [-10.36524, -5.75695, 3.63807], [-10.24039, -5.12482, 1.31390], [-9.11710, -6.44679, 0.96126], [-8.53673, -3.44999, 0.26219], [-8.81543, -4.83887, -0.77339], [-7.15057, -5.70360, -0.68800], [0.03271, -5.59257, 2.95754], [1.14911, -6.44098, 3.68119], [0.81636, -6.59595, 5.03894], [0.26613, -7.74049, 5.67514], [0.03090, -7.50104, 7.02907], [0.40632, -6.15560, 7.18842], [0.94406, -5.66479, 6.00624], [0.39247, -5.40478, 8.43997], [0.27057, -5.46552, 1.90142], [-0.29723, -4.60578, 3.28232], [-0.84849, -6.23134, 2.89794], [2.06331, -5.85052, 3.74214], [1.50257, -7.44037, 3.42747], [0.16585, -8.65390, 5.10768], [-0.45073, -8.10099, 7.78702], [1.48468, -4.73852, 5.87922], [-0.21729, -4.53794, 8.18523], [1.43963, -5.15530, 8.61121], [0.05980, -6.08183, 9.22675], [-0.89399, 0.35317, -1.74434], [0.52780, 0.54284, -2.21017], [1.36429, 1.40187, -1.37914], [1.55230, 2.74642, -1.42302], [2.42295, 3.13591, -0.43827], [2.81575, 1.96942, 0.27001], [2.17550, 0.93261, -0.39337], [3.61005, 1.85285, 1.52912], [-1.44919, -0.34417, -2.37170], [-1.51022, 1.25202, -1.76494], [-0.87824, -0.02230, -0.72117], [0.51950, 0.89605, -3.24132], [1.00958, -0.43293, -2.27251], [1.03998, 3.29358, -2.20054], [2.86559, 4.07233, -0.13233], [2.27065, -0.09355, -0.07033], [3.53781, 0.88995, 2.03481], [3.40496, 2.67561, 2.21402], [4.66934, 1.96799, 1.29948], [7.96310, -4.96094, 5.51160], [6.92915, -6.22730, 5.19662], [7.73987, -5.02587, 7.15147], [9.12194, -6.02937, 5.56725], [8.95045, -3.65298, 5.69026], [8.35737, -4.85908, 3.90783], [6.74411, -3.93398, 5.30355], [-2.32632, 1.92422, 4.87306], [-2.36747, 1.68511, 6.42625], [-1.38057, 0.55910, 4.77533], [-3.61789, 1.05527, 4.48257], [-2.33809, 2.08908, 3.27270], [-3.30113, 3.24305, 4.99814], [-0.94949, 2.69475, 5.14135], [5.74857, -3.32305, -4.70927], [6.18009, -1.83658, -4.16842], [4.47998, -2.77698, -5.56431], [6.76263, -2.96980, -5.93267], [5.55716, -4.87403, -5.23472], [7.08141, -3.82041, -3.85478], [4.80551, -3.60252, -3.32941], [-2.16075, 6.87396, -7.51475], [-1.68442, 7.74239, -6.25467], [-0.82200, 5.90472, -7.30533], [-2.78688, 5.83309, -6.39732], [-2.63994, 6.00021, -8.78592], [-3.49207, 7.89222, -7.50592], [-1.45192, 7.97837, -8.46528], [8.28771, 9.03783, -1.67048], [7.61518, 8.55572, -0.27070], [6.84285, 9.71777, -2.11068], [8.64341, 10.47679, -0.93861], [9.07926, 9.63030, -2.92885], [9.65629, 8.31035, -1.20414], [7.80142, 7.65937, -2.34785]],
  "mulliken_charge": [-1.47, -0.25, -0.75, 0.00, -0.69, -0.65, -0.70, -0.61, -0.60, -0.98, 0.37, 0.40, 0.37, 0.30, 0.23, 0.38, 0.50, 0.44, 0.46, 0.32, 0.42, 0.33, 0.36, 0.30, 0.42, 0.44, 0.49, 0.40, 0.35, 0.44, -1.43, 0.00, -0.65, -0.19, -0.66, -0.66, -0.68, -0.58, -0.62, -1.00, 0.37, 0.35, 0.36, 0.19, 0.27, 0.35, 0.40, 0.40, 0.53, 0.31, 0.45, 0.35, 0.32, 0.32, 0.40, 0.42, 0.45, 0.44, 0.44, 0.34, -1.43, -0.16, -0.78, 0.22, -0.54, -0.71, -0.77, -0.63, -0.79, -0.97, 0.39, 0.36, 0.38, 0.32, 0.21, 0.41, 0.39, 0.32, 0.42, 0.31, 0.44, 0.43, 0.30, 0.33, 0.46, 0.48, 0.46, 0.36, 0.41, 0.39, -0.84, -0.18, -0.88, -0.84, -0.60, -0.53, -0.48, 0.37, 0.40, 0.39, 0.34, 0.36, 0.44, 0.38, 0.37, 0.37, 0.45, 0.42, 0.29, 0.44, 0.32, -0.84, -0.09, -0.96, -0.89, -0.53, -0.57, -0.48, 0.37, 0.37, 0.39, 0.41, 0.41, 0.36, 0.36, 0.38, 0.41, 0.46, 0.40, 0.29, 0.46, 0.30, -0.85, -0.11, -0.91, -0.85, -0.34, -0.72, -0.50, 0.36, 0.41, 0.33, 0.34, 0.42, 0.41, 0.37, 0.38, 0.38, 0.40, 0.36, 0.34, 0.42, 0.33, -1.07, -0.63, 0.20, -0.38, -0.28, 0.10, -0.19, -0.79, 0.37, 0.38, 0.31, 0.36, 0.42, 0.41, 0.42, 0.40, 0.33, 0.34, 0.29, -1.03, -0.62, 0.22, -0.28, -0.53, 0.16, -0.13, -0.81, 0.34, 0.32, 0.34, 0.38, 0.35, 0.49, 0.47, 0.34, 0.30, 0.34, 0.37, 1.15, -0.38, -0.36, -0.32, -0.37, -0.37, -0.35, 1.15, -0.33, -0.39, -0.36, -0.36, -0.36, -0.34, 1.15, -0.36, -0.34, -0.35, -0.35, -0.37, -0.38, 1.15, -0.35, -0.37, -0.38, -0.34, -0.38, -0.34, 1.13, -0.36, -0.37, -0.37, -0.33, -0.36, -0.34],
  "e_homo_ev": -11.523,
  "total_energy_ha": -7607.66444,
  "charge": 3,
  "e_lumo_ev": -5.1,
  "orbital_gap_ev": 6.43
}


{
  "formula": "C20H28N3NiO9P",
  "method": "the ωB97M-V functional and the def2-TZVPD basis",
  "symbols": ["Ni", "C", "C", "O", "P", "O", "C", "C", "O", "C", "C", "H", "H", "H", "H", "H", "H", "H", "H", "H", "H", "H", "H", "H", "H", "H", "N", "C", "C", "C", "N", "C", "C", "H", "H", "H", "H", "H", "H", "O", "C", "O", "C", "C", "C", "C", "C", "C", "N", "O", "O", "H", "H", "H", "H", "C", "C", "O", "O", "H", "H", "H"],
  "coordinates": [[0.14280, 0.23570, -0.06260], [5.42060, 1.23330, 0.17090], [3.92510, 1.14840, -0.10510], [3.56330, -0.21750, -0.24150], [2.09580, -0.77240, 0.23680], [2.26360, -1.07670, 1.77940], [3.44020, -1.60970, 2.38430], [3.88250, -0.67360, 3.49970], [2.28280, -2.26260, -0.36520], [2.41940, -2.44020, -1.76770], [3.86170, -2.79880, -2.09630], [5.74030, 2.27250, 0.16190], [5.96770, 0.68860, -0.59550], [5.65730, 0.79870, 1.13960], [3.67930, 1.66750, -1.03810], [3.35510, 1.60670, 0.70970], [4.22380, -1.74130, 1.63210], [3.17250, -2.58800, 2.78950], [4.44660, 0.16620, 3.10340], [4.49630, -1.21040, 4.21770], [3.00110, -0.28040, 4.00030], [2.11990, -1.52690, -2.29520], [1.74480, -3.25260, -2.05780], [4.50970, -1.98240, -1.78710], [3.97540, -2.97210, -3.16450], [4.14730, -3.69600, -1.54930], [-5.98270, -0.25670, -0.39170], [-4.63090, -0.32740, -0.35420], [-3.86480, -0.31130, -1.52700], [-2.49240, -0.37300, -1.44100], [-1.82390, -0.46070, -0.28800], [-2.55320, -0.52080, 0.83490], [-3.92870, -0.45990, 0.85170], [-6.44490, -0.07190, -1.26390], [-6.50710, -0.16140, 0.45920], [-4.34850, -0.24400, -2.48940], [-1.89340, -0.36420, -2.34190], [-1.99050, -0.62060, 1.75430], [-4.46270, -0.50830, 1.78890], [0.60400, 1.94970, 3.65740], [0.06420, 1.92060, 2.55680], [-0.00740, 0.90090, 1.80870], [-0.60290, 3.19990, 2.07090], [-0.51670, 4.33550, 2.83400], [-1.05610, 5.55560, 2.42650], [-1.65970, 5.61960, 1.15770], [-1.82370, 4.53390, 0.35210], [-1.38910, 3.18040, 0.79470], [-2.10530, 6.90180, 0.66420], [-2.19960, 7.03520, -0.53900], [-2.35310, 7.76430, 1.47650], [0.03030, 4.25770, 3.76240], [-0.98270, 6.45130, 3.02070], [-2.32950, 4.62360, -0.59650], [-2.27580, 2.53140, 0.92780], [1.20010, 4.03090, -0.28340], [0.54000, 2.75030, -0.67470], [1.06860, 1.91430, -1.38510], [-0.69690, 2.46040, -0.26600], [2.22040, 4.02440, -0.65650], [1.20090, 4.12240, 0.80150], [0.65650, 4.87760, -0.69540]],
  "mulliken_charge": [-0.39, -1.43, 0.08, -0.14, 0.77, -0.32, -0.13, -1.08, -0.41, -0.24, -1.09, 0.42, 0.31, 0.24, 0.26, 0.19, 0.21, 0.36, 0.19, 0.39, 0.26, 0.23, 0.40, 0.17, 0.39, 0.29, -0.49, 1.26, -0.75, -0.26, -0.16, -0.46, -0.81, 0.19, 0.19, 0.32, 0.39, 0.49, 0.34, -0.77, -0.45, -0.05, -0.37, -0.03, -0.81, 0.32, -1.14, 1.15, 0.96, -0.59, -0.60, 0.57, 0.49, 0.49, 0.41, -1.24, 1.09, -0.55, -0.14, 0.39, 0.33, 0.34],
  "spin_multiplicity": 3,
  "e_homo_ev": [-7.706, -7.105],
  "de_lowest_kcal_mol": 76.98,
  "total_energy_ha": -3469.95293,
  "s_squared": 2.058,
  "e_lumo_ev": [-0.6, -1.5],
  "orbital_gap_ev": [7.07, 5.60]
}